[1]
Here is a molecular structure, C33H33N4O3P2S2Ti from OMol25. Energies are from ωB97M-V/def2-TZVPD.

Each line ends with the Löwdin spin population.
CARTESIAN COORDINATES (ANGSTROEM)
Ti: 0.26 -0.79 -1.20  0.0185
S: 1.68 0.54 0.23  0.0149
S: -1.06 -2.20 0.22  0.0113
P: -1.72 -0.71 1.07  0.0071
P: 0.25 1.65 0.44  0.0074
O: 1.26 -1.80 -2.54  -0.0127
O: -0.70 -1.75 -2.15  -0.0086
O: 1.23 -1.77 0.11  0.2142
N: -1.00 0.34 -2.33  -0.0008
N: 1.52 0.34 -2.33  -0.0001
N: 2.09 -2.63 -1.76  0.0152
N: 2.03 -2.57 -0.40  0.3944
C: 3.07 -3.61 -3.83  0.0396
C: 3.95 -4.49 -4.47  0.0169
C: 0.88 5.21 -2.47  0.0003
C: 2.99 -3.53 -2.43  0.0839
C: -0.98 -0.42 5.12  0.0002
C: 0.98 1.46 -3.09  0.0001
C: 0.94 -1.52 4.16  0.0001
C: -0.47 1.10 -3.45  -0.0001
C: -5.66 -1.74 1.79  0.0001
C: -4.30 -1.48 1.96  0.0034
C: -0.19 4.33 -2.67  0.0001
C: -0.38 3.25 -1.80  0.0008
C: -6.25 -1.61 0.52  0.0038
C: -1.21 3.39 3.86  0.0002
C: 1.57 3.93 -0.53  0.0007
C: 0.88 2.33 4.46  0.0004
C: -1.57 -0.33 3.85  0.0000
C: -4.11 -0.96 -0.40  0.0032
C: 1.76 5.01 -1.40  0.0001
C: 0.50 3.05 -0.73  0.0023
C: 4.78 -5.32 -3.72  0.0821
C: -3.51 -1.08 0.86  0.0020
C: 1.04 1.89 3.15  0.0002
C: 0.27 -1.01 5.27  -0.0001
C: 4.73 -5.27 -2.34  0.0108
C: -5.47 -1.22 -0.57  0.0004
C: 0.07 2.20 2.18  0.0009
C: -0.24 3.08 4.82  0.0001
C: -0.99 0.45 -0.05  0.0035
C: 3.85 -4.38 -1.70  0.0581
C: -1.05 2.95 2.54  0.0002
C: 0.36 -1.44 2.89  -0.0007
C: -0.91 -0.85 2.73  0.0005
H: 0.90 -1.84 2.05  -0.0007
H: -0.37 3.42 5.84  0.0000
H: 2.59 5.69 -1.25  0.0000
H: -2.53 0.15 3.75  0.0000
H: -1.80 3.20 1.80  0.0000
H: -1.22 2.59 -1.96  0.0000
H: -1.56 0.96 -1.58  0.0001
H: -1.07 1.99 -3.66  0.0000
H: 1.58 1.66 -3.98  0.0004
H: 3.98 -4.52 -5.56  -0.0004
H: 1.63 2.09 5.21  0.0000
H: 1.91 -1.98 4.28  0.0000
H: 5.37 -5.91 -1.74  -0.0014
H: 0.72 -1.08 6.25  0.0000
H: 2.07 -0.41 -2.95  0.0008
H: 2.43 -2.97 -4.43  0.0052
H: -1.97 -0.40 -2.54  0.0001
H: 1.92 1.31 2.89  0.0000
H: -0.87 4.49 -3.49  0.0000
H: -2.08 3.97 4.13  0.0000
H: -0.48 0.46 -4.34  0.0000
H: -3.86 -1.59 2.94  0.0002
H: 0.99 2.35 -2.45  0.0000
H: -6.26 -2.04 2.63  -0.0001
H: -7.30 -1.81 0.39  0.0004
H: 5.46 -6.00 -4.22  0.0074
H: 2.48 0.55 -1.59  0.0001
H: -5.92 -1.12 -1.55  -0.0001
H: 3.83 -4.37 -0.61  0.0119
H: 1.03 6.04 -3.15  0.0000
H: -1.50 -0.01 5.98  0.0000
H: 2.26 3.78 0.30  0.0004
H: -3.52 -0.66 -1.26  0.0002

The value obtained for the relative energy (zero: lowest compared OMol25 entry of this formula, charge and spin) is 374.4 kcal per mole. As for the orbital gap (alpha / beta): 2.801 / 4.350 eV. The highest occupied orbital energy (alpha / beta) comes out at 1.5 / 0.0 eV. Its total energy is -4050.09818 hartree. Its total charge is -2. As for the spin multiplicity: 2.

[2]
Here is a molecular structure, C18H31N3ORuS2 from OMol25. Energies are from ωB97M-V/def2-TZVPD.

Each line ends with the Löwdin spin population.
CARTESIAN COORDINATES (ANGSTROEM)
Ru: -0.18 0.30 0.00  3.4438
S: -0.90 2.49 -0.49  0.4528
S: 0.90 -0.01 -2.00  0.3820
O: 2.39 -4.68 -2.26  0.0000
N: 3.94 2.82 1.09  0.0005
N: 1.48 0.59 1.65  0.1149
N: -3.00 -2.52 -1.63  0.0012
C: 1.48 1.82 -3.83  0.0183
C: 0.17 2.67 -1.91  0.0958
C: -4.18 -1.52 2.47  0.0182
C: 0.79 1.64 -2.54  0.1136
C: 3.16 -4.21 -2.88  0.0001
C: 3.95 1.28 3.09  0.0015
C: -4.29 -3.13 -1.48  0.0001
C: -3.06 -1.11 -2.06  0.0075
C: 2.54 -0.36 1.75  0.0148
C: -2.20 -2.78 -0.37  0.0161
C: -2.59 -1.88 0.75  0.0397
C: -2.00 -0.64 0.89  0.1415
C: 3.54 -0.17 2.92  0.0051
C: 0.18 4.04 -2.48  0.0135
C: -3.70 -0.23 2.66  0.0029
C: 4.66 1.81 1.85  0.0001
C: -3.53 -2.37 1.64  0.0030
C: -2.61 0.17 1.88  0.0504
H: -1.14 -2.72 -0.56  0.0111
H: 2.54 1.50 -3.82  0.0050
H: 1.01 1.31 -4.67  0.0028
H: -2.10 -0.65 -2.12  0.0073
H: -2.46 -2.95 -2.41  0.0001
H: 0.94 0.58 2.52  0.0062
H: 1.50 2.90 -4.11  0.0021
H: 4.81 0.93 1.17  0.0000
H: 3.16 -0.28 0.82  0.0009
H: 1.15 4.30 -2.88  0.0007
H: 4.43 -0.77 2.72  0.0006
H: -3.80 -0.59 -1.47  0.0002
H: 5.70 2.12 2.08  0.0000
H: -4.88 -1.99 3.18  0.0012
H: 3.72 3.59 1.65  0.0000
H: 1.80 1.57 1.41  0.0014
H: -3.48 -1.04 -3.06  0.0003
H: -3.85 -3.36 1.51  0.0005
H: -4.12 0.48 3.47  0.0003
H: -2.20 1.18 2.07  0.0081
H: 4.49 3.16 0.29  0.0000
H: -4.20 -4.17 -1.21  0.0000
H: -4.83 -2.72 -0.66  0.0000
H: -4.91 -2.96 -2.39  0.0000
H: -0.07 4.82 -1.75  0.0045
H: 4.57 1.33 4.02  0.0001
H: -2.40 -3.76 -0.07  0.0003
H: 3.12 -0.50 3.88  0.0000
H: -0.47 4.08 -3.36  0.0025
H: 1.97 -1.29 1.80  0.0053
H: 3.02 1.87 3.24  0.0006

As for the orbital gap (alpha / beta): 7.305 / 6.196 eV. The highest occupied orbital energy (alpha / beta) comes out at -9.8 / -10.3 eV. Its total energy is -1834.87524 hartree. Its total charge is +1. As for the spin multiplicity: 6.

[3]
Here is a molecular structure, C35H38B4F15Hg3N2O37P2S from OMol25. Energies are from ωB97M-V/def2-TZVPD.

Each line ends with the Mulliken charge.
CARTESIAN COORDINATES (ANGSTROEM)
Hg: 7.18 -4.75 -3.65  0.7609
Hg: 0.39 -8.94 -0.02  0.6583
Hg: -1.78 -0.91 -6.53  0.5454
S: 1.62 -2.62 -1.13  1.0754
P: 4.74 -10.11 -3.08  1.1567
P: 3.01 -4.67 -8.04  1.1638
F: 6.07 -9.77 -2.21  -0.3448
F: 1.68 -5.07 -8.85  -0.3311
F: 5.45 -9.24 -4.30  -0.3536
F: 2.41 -5.46 -6.83  -0.2985
F: 3.82 -6.04 -8.51  -0.3543
F: 3.58 -3.71 -9.31  -0.3558
F: 2.32 -0.31 -0.05  -0.1975
F: 4.20 -8.62 -2.62  -0.3580
F: 3.35 -10.34 -3.79  -0.3162
F: 0.40 -1.05 0.58  -0.2022
F: 4.44 -4.17 -7.34  -0.3511
F: 5.35 -11.55 -3.59  -0.3498
F: 3.95 -10.80 -1.82  -0.3719
F: 2.31 -1.93 1.39  -0.1798
F: 2.31 -3.31 -7.50  -0.3510
O: -9.06 -7.69 -4.02  -0.4165
O: -2.18 -1.91 9.87  -0.5079
O: 6.08 -3.32 6.62  -0.3718
O: 5.58 -5.60 5.91  -0.4090
O: -8.31 -9.18 -5.70  -0.4015
O: -2.52 -3.07 7.98  -0.4246
O: 0.09 -0.94 8.48  -0.5331
O: 4.26 4.51 -7.22  -0.5205
O: -2.39 -5.25 3.88  -0.5332
O: 6.06 3.79 -2.93  -0.4314
O: 7.55 -5.07 7.27  -0.3936
O: -6.75 -8.64 -3.89  -0.4272
O: -3.06 -2.37 5.76  -0.4944
O: 5.62 4.16 -5.37  -0.3909
O: -10.37 -9.92 -6.41  -0.5580
O: -11.25 -8.27 -4.04  -0.5622
O: 7.03 -5.07 2.71  -0.5548
O: 7.31 3.04 -1.28  -0.5091
O: -5.73 1.42 -5.44  -0.3885
O: 3.02 -2.73 -1.66  -0.4260
O: 2.45 2.67 -5.67  -0.5952
O: -1.86 -4.31 5.97  -0.3731
O: -7.21 -6.93 -5.40  -0.4437
O: 4.68 -6.49 3.97  -0.4932
O: -3.86 -2.61 3.67  -0.5594
O: 3.63 5.93 8.50  -0.3961
O: 6.47 -1.96 8.41  -0.5229
O: -4.48 -8.32 -3.76  -0.5452
O: 4.04 2.89 -4.15  -0.3173
O: 0.63 -2.04 -2.07  -0.4307
O: -0.86 -2.20 6.73  -0.4099
O: 6.29 2.00 -4.35  -0.4203
O: 7.36 -4.52 4.90  -0.4481
O: 8.10 -4.24 9.36  -0.5192
O: 1.01 -3.88 -0.54  -0.4142
O: 7.34 0.54 -3.13  -0.5830
O: -5.13 -5.99 -5.50  -0.5519
N: -5.20 2.81 -5.56  0.1821
N: 2.54 5.67 7.66  0.1339
C: 2.99 5.47 6.25  1.6705
C: 7.64 -4.14 8.19  0.6235
C: -9.63 -9.28 -5.61  0.6525
C: 6.67 -5.09 3.93  0.6744
C: 4.49 4.11 -6.09  0.5473
C: -4.94 5.68 -5.40  -0.7034
C: -6.44 3.45 -3.39  -1.4931
C: -5.89 -6.90 -5.13  0.6295
C: 1.41 6.63 7.86  1.5941
C: -5.49 2.85 -7.96  -1.8141
C: 3.70 4.17 6.06  -2.0210
C: 1.75 5.30 5.28  -1.1092
C: 5.55 -5.91 4.59  0.5820
C: 6.91 1.67 -3.30  0.7024
C: 6.68 -2.99 7.77  0.6239
C: -5.03 3.37 -4.17  1.4798
C: -4.49 4.83 -4.28  -1.1859
C: -0.71 -1.71 7.96  0.5954
C: 1.88 8.10 7.61  -1.5359
C: -1.90 -2.20 8.74  0.6619
C: -5.62 -7.96 -4.14  0.6028
C: 0.15 6.26 6.96  -1.2087
C: -3.22 -2.99 4.66  0.6132
C: -5.78 3.58 -6.63  1.5283
C: 3.55 3.20 -5.25  0.7085
C: -2.41 -4.31 4.69  0.6450
C: 0.90 6.36 9.31  -1.8919
C: 6.84 2.92 -2.36  0.6041
C: 3.98 6.55 5.79  -1.8857
C: 0.57 6.19 5.50  -0.7711
C: -5.08 4.90 -6.74  -1.3219
C: -4.05 2.58 -3.33  -1.6985
C: 1.68 -1.40 0.32  0.6613
C: -10.07 -8.33 -4.45  0.6138
C: -7.32 3.71 -6.51  -1.4895
B: 5.50 3.26 -4.18  0.7148
B: 6.62 -4.62 6.17  0.8480
B: -2.02 -3.01 6.60  0.9013
B: -7.84 -8.12 -4.75  0.8836
H: -5.63 5.54 -7.42  0.4177
H: 0.75 7.20 5.14  0.3419
H: -6.98 4.35 -3.66  0.3635
H: 2.06 5.51 4.26  0.3478
H: 1.68 8.47 6.60  0.3313
H: -5.54 3.56 -8.79  0.4291
H: -3.40 4.79 -4.27  0.4601
H: 4.37 6.36 4.79  0.4831
H: -0.15 5.24 7.22  0.4025
H: -4.10 4.70 -7.15  0.4694
H: 0.63 5.32 9.46  0.4162
H: 1.44 8.85 8.28  0.3961
H: 4.90 6.65 6.37  0.4876
H: 3.11 3.27 6.24  0.4383
H: -6.10 1.96 -8.12  0.3502
H: -7.09 2.57 -3.41  0.3027
H: -7.66 3.91 -7.53  0.4979
H: -4.10 2.79 -2.26  0.3372
H: -6.25 3.61 -2.33  0.4527
H: 4.09 6.67 8.09  0.3937
H: -7.59 4.68 -6.08  0.3630
H: 4.27 4.11 5.13  0.3960
H: -0.69 6.92 7.15  0.4210
H: -5.96 6.01 -5.17  0.2947
H: -7.88 2.86 -6.12  0.2311
H: 4.55 4.11 6.75  0.4267
H: 3.50 7.52 5.67  0.3776
H: 2.94 8.34 7.66  0.3179
H: -4.61 5.47 -3.40  0.3071
H: 1.47 4.25 5.22  0.4884
H: 0.04 6.96 9.61  0.4150
H: 1.68 6.66 10.01  0.4489
H: -4.24 6.51 -5.47  0.3722
H: -4.40 1.55 -3.26  0.4192
H: -6.63 1.57 -5.15  0.3562
H: -3.06 2.82 -3.73  0.4190
H: -4.41 2.65 -8.01  0.4775
H: -0.25 5.95 4.82  0.4342

As for the orbital gap: 1.034 eV. The highest occupied orbital energy comes out at -8.5 eV. Its total energy is -7388.62395 hartree. Its total charge is -1. As for the spin multiplicity: 1.

Q: Among the records above, which one has the lowest total energy?
A: C35H38B4F15Hg3N2O37P2S